Record 1
# C2H14NO4

A cluster of 4 separate species, C2H14NO4 in total (ωB97M-V/def2-TZVPD, OMol25).

Each line ends with the Löwdin spin population.
Cartesian coordinates (Å):
C (0.04, -1.68, 1.20)  0.06
O (0.69, -0.40, 1.28)  0.05
C (-1.22, -1.58, 0.35)  0.10
N (-1.10, -0.42, -0.60)  0.09
H (-0.10, -1.92, 2.26)  0.01
H (0.68, -2.47, 0.78)  0.02
H (1.42, -0.32, 0.64)  0.03
H (-1.48, -2.43, -0.29)  0.03
H (-2.12, -1.35, 0.91)  0.02
H (-1.97, 0.01, -0.98)  0.09
H (-0.66, -0.77, -1.50)  0.04
H (-0.57, 0.40, -0.30)  0.02
H (1.09, -1.43, -3.06)  0.04
H (1.24, 0.03, -2.51)  0.05
O (0.78, -0.81, -2.37)  0.15
H (0.06, 2.26, 2.34)  0.01
H (0.78, 3.60, 2.04)  0.01
O (0.19, 2.94, 1.66)  0.04
H (0.80, 2.48, -1.32)  0.03
H (0.79, 2.15, 0.17)  0.01
O (0.66, 1.72, -0.71)  0.10

For the highest occupied orbital energy (alpha / beta), the calculation gives -2.6 / -11.2 eV. The orbital gap (alpha / beta) comes out at 3.2 / 11.6 eV. As for the spin multiplicity: 2. As for the maximum force: 1.82 eV/Å.


Record 2
# C2H14NO4

A cluster of 5 separate species, C2H14NO4 in total (ωB97M-V/def2-TZVPD, OMol25).

Each line ends with the Löwdin charge.
Cartesian coordinates (Å):
C (-1.35, -1.71, -2.68)  -0.01
C (-1.88, -0.08, -1.08)  0.13
N (-1.15, -1.08, -1.37)  0.02
H (-2.35, -1.51, -3.07)  0.10
H (-1.39, -2.78, -2.55)  0.10
H (-0.59, -1.47, -3.42)  0.11
H (-2.56, 0.32, -1.82)  0.12
H (-1.86, 0.38, -0.10)  0.12
H (-0.35, -1.40, -0.84)  0.15
H (3.18, 0.37, 6.24)  0.03
H (3.27, 1.88, 5.84)  0.03
O (3.31, 0.98, 5.51)  -0.06
H (-1.01, 2.23, -3.11)  0.07
H (0.18, 1.37, -2.48)  0.06
O (-0.70, 1.75, -2.33)  -0.04
H (-0.07, -0.25, 2.31)  0.06
H (-0.47, 1.20, 2.39)  0.06
O (0.23, 0.63, 2.03)  -0.04
H (2.54, -0.69, 0.00)  0.05
H (1.40, 0.26, 0.61)  0.01
O (1.62, -0.40, -0.06)  -0.07

For the highest occupied orbital energy, the calculation gives -13.4 eV. The net charge is +1. The orbital gap comes out at 9.2 eV. As for the maximum force: 1.47 eV/Å.


Record 3
# C2H14NO4

A cluster of 5 separate species, C2H14NO4 in total (ωB97M-V/def2-TZVPD, OMol25).

Each line ends with the Löwdin charge.
Cartesian coordinates (Å):
C (-0.52, 2.45, 0.57)  0.00
C (-1.29, 0.19, 0.23)  0.13
N (-0.41, 1.07, 0.09)  0.00
H (-0.36, 3.23, -0.17)  0.10
H (-1.52, 2.48, 1.00)  0.10
H (0.22, 2.64, 1.34)  0.11
H (-2.28, 0.32, 0.67)  0.09
H (-1.18, -0.79, -0.21)  0.11
H (0.36, 0.84, -0.58)  0.10
H (3.35, -2.74, -1.05)  0.06
H (4.08, -1.93, 0.03)  0.09
O (3.24, -2.06, -0.41)  -0.02
H (-4.42, -0.54, -1.10)  0.04
H (-5.05, 0.04, 0.16)  0.05
O (-4.21, -0.18, -0.25)  -0.04
H (1.69, -2.10, 0.68)  0.00
H (0.68, -1.98, 1.82)  0.05
O (0.92, -1.62, 0.97)  -0.05
H (2.40, 0.76, -1.78)  0.07
H (2.49, -0.33, -0.83)  0.03
O (1.82, 0.26, -1.20)  -0.04

For the highest occupied orbital energy, the calculation gives -14.6 eV. The net charge is +1. The orbital gap comes out at 11.3 eV. As for the maximum force: 1.58 eV/Å.


Record 4
# C2H14O4S2

A cluster of 5 separate species, C2H14O4S2 in total (ωB97M-V/def2-TZVPD, OMol25).

Each line ends with the Löwdin charge.
Cartesian coordinates (Å):
C (-0.08, 2.15, 1.80)  -0.14
C (-0.68, 0.68, 1.85)  -0.59
S (0.21, -0.42, 3.03)  0.39
S (1.71, -1.24, 2.01)  0.26
H (0.78, 1.96, 1.16)  0.06
H (0.23, 2.60, 2.73)  0.05
H (-0.95, 2.71, 1.42)  0.07
H (-0.79, 0.35, 0.80)  0.06
H (-1.73, 0.56, 2.11)  0.05
H (2.86, -0.54, 2.18)  -0.18
H (1.78, 0.41, -2.55)  -0.03
H (2.49, -1.07, -2.74)  0.02
O (2.52, -0.13, -2.89)  -0.08
H (0.39, 1.73, -3.09)  0.07
H (0.25, 2.07, -1.49)  0.06
O (0.47, 1.43, -2.17)  -0.04
H (-0.11, -2.00, -0.79)  0.02
H (-0.03, -3.53, -0.49)  0.04
O (-0.42, -2.88, -1.08)  -0.07
H (-3.09, -1.54, -1.31)  0.04
H (-2.92, -2.09, -0.09)  0.04
O (-2.92, -1.17, -0.43)  -0.08

For the highest occupied orbital energy, the calculation gives -9.2 eV. The orbital gap comes out at 9.6 eV. As for the maximum force: 2.71 eV/Å.